{"formula": "C21H47Br9O24S7", "method": "the ωB97M-V functional and the def2-TZVPD basis", "homo_energy_ev": -10.19, "relative_energy_kj_mol": 93.7, "spin_multiplicity": 1, "energy_ev": -777896.4881, "symbols": ["O", "H", "H", "H", "H", "H", "H", "H", "H", "Br", "C", "Br", "H", "H", "H", "Br", "C", "Br", "H", "H", "H", "H", "H", "S", "C", "O", "C", "O", "H", "H", "H", "O", "O", "O", "H", "H", "S", "O", "H", "C", "C", "O", "Br", "H", "H", "S", "H", "C", "O", "C", "C", "H", "C", "H", "H", "H", "H", "S", "O", "H", "O", "H", "S", "C", "C", "H", "C", "C", "H", "C", "O", "H", "Br", "O", "C", "H", "O", "S", "O", "H", "Br", "O", "H", "C", "O", "O", "Br", "O", "H", "H", "S", "O", "C", "C", "H", "H", "O", "O", "H", "C", "O", "Br", "C", "H", "O", "H", "H", "H"], "positions_angstrom": [[4.28, 0.45, -5.21], [6.33, 1.55, 8.74], [1.85, -0.40, -6.37], [7.49, 2.35, -0.32], [2.48, -2.15, -6.15], [4.09, -0.41, -7.18], [-9.50, -5.13, -4.86], [5.06, 0.17, 8.45], [7.79, 2.45, -2.11], [-2.68, -3.56, 8.05], [-5.14, 2.10, -4.80], [-6.51, 1.01, -5.64], [9.66, -1.86, 8.93], [0.61, -7.25, -1.47], [-3.50, 10.87, 0.96], [-0.02, -3.50, 6.28], [4.47, 3.87, 1.10], [-8.24, -2.32, 2.52], [-0.73, -1.74, -1.02], [-2.38, -8.04, -5.34], [-10.62, -4.31, -2.93], [-1.84, -1.72, 6.65], [-9.71, -2.80, -3.03], [-1.46, -5.82, -5.64], [2.55, -1.09, -5.89], [-6.18, -4.29, -2.36], [6.71, 4.13, -1.32], [-0.95, 0.05, -0.12], [-2.98, 6.31, -1.64], [-3.49, -6.73, -5.17], [5.22, 3.23, 1.56], [4.64, 6.16, -0.44], [-7.33, -6.41, -3.04], [-0.26, -6.13, -6.42], [3.94, 3.43, 0.26], [-8.44, -4.59, 3.70], [-7.33, -4.98, -2.88], [6.33, -1.22, 10.14], [-2.96, -1.31, 1.22], [-1.27, -2.37, 7.32], [-7.85, -3.69, 3.88], [5.89, 6.09, 1.80], [-3.29, 1.53, -5.36], [-2.10, 10.24, 1.79], [-2.03, 7.56, -2.37], [7.20, -1.49, 9.05], [-1.05, 6.11, 0.01], [-2.04, -1.74, 0.84], [-4.03, 8.58, -0.84], [-0.10, -6.61, -1.99], [4.02, -0.59, -6.11], [9.05, -1.37, 10.59], [-3.06, 9.96, 1.36], [-0.28, 7.50, -0.62], [4.64, -1.39, -5.72], [0.76, -6.81, -4.04], [-5.27, 3.16, -5.02], [-0.57, 0.17, 1.54], [-1.15, -5.89, -4.02], [8.68, 3.46, -1.03], [0.84, 0.16, 1.83], [9.25, -0.20, 9.26], [-2.79, 9.09, -0.20], [-1.50, -1.16, -0.51], [-9.64, -3.89, -3.12], [5.75, 3.66, -1.55], [-1.95, 6.67, -1.74], [-2.71, -7.12, -5.82], [6.47, 2.03, 6.42], [-0.18, -6.84, -3.49], [6.71, 4.76, -0.07], [-1.26, 6.08, -2.34], [-5.42, 1.93, -2.85], [-7.82, -4.31, -4.33], [7.71, 3.00, -1.18], [5.16, 0.94, 6.11], [6.97, -0.28, 7.91], [5.40, 5.45, 0.60], [-2.10, 7.66, 0.38], [0.28, -5.60, -1.83], [-5.96, -4.38, 3.85], [-2.23, -4.57, -5.75], [4.96, 2.34, 7.18], [-9.17, -4.17, -4.46], [-1.42, 1.27, 2.00], [-1.20, -1.33, 1.82], [-8.25, -3.26, 5.80], [-1.76, 9.76, -1.01], [-0.51, -7.88, -3.53], [-3.64, 9.50, 2.16], [3.30, 0.36, -3.84], [2.33, 1.49, -3.79], [9.00, -1.22, 9.51], [5.98, 0.68, 8.18], [-0.98, -6.76, -1.36], [3.69, 4.18, 1.80], [7.12, -2.80, 8.39], [4.01, 0.00, -2.61], [6.97, 4.85, -2.08], [-1.27, 7.06, -0.49], [2.59, -0.98, -4.42], [-0.26, -1.34, 8.69], [5.63, 1.53, 6.90], [-3.11, -7.23, -6.83], [-8.73, -4.56, -2.17], [-2.06, -2.83, 0.86], [-2.25, -0.99, -1.28], [-9.36, -3.49, -5.29]]}

{"formula": "C20H18OS2", "method": "the ωB97M-V functional and the def2-TZVPD basis", "homo_energy_ev": -7.63, "spin_multiplicity": 1, "smiles": "C[C@]12CCC3=C(CSC4=C3SCc3ccccc34)C1=CCC2=O", "energy_ev": -44747.0563, "symbols": ["S", "C", "H", "C", "H", "C", "C", "H", "C", "H", "C", "C", "H", "C", "H", "S", "C", "C", "C", "C", "H", "C", "H", "C", "H", "H", "C", "H", "C", "O", "H", "C", "H", "C", "C", "C", "H", "H", "H", "H", "H"], "positions_angstrom": [[-1.86, -1.96, -0.51], [-0.75, -0.72, 1.69], [-2.40, -5.12, 2.77], [3.24, 3.17, -1.96], [-2.66, -4.39, 5.06], [-1.41, -1.70, 2.55], [-2.02, -4.08, 3.00], [0.59, 2.69, 1.37], [-0.06, 2.58, -3.24], [0.17, 2.98, -4.27], [2.33, 2.95, -0.81], [-1.59, -1.40, 3.86], [-1.43, -0.44, 4.31], [2.38, 2.64, -3.17], [-0.49, 3.34, -2.54], [0.35, 0.55, 2.44], [-1.96, -2.36, 4.71], [0.00, 1.87, 1.16], [-0.75, -0.84, 0.34], [0.02, 0.06, -0.49], [2.19, 0.07, -2.52], [1.32, 2.06, -1.11], [-2.10, -4.32, 0.28], [-1.62, -3.11, 2.05], [1.08, 0.25, -3.81], [-0.81, 1.79, -3.21], [1.21, 0.44, -2.80], [0.73, -1.31, -1.77], [0.23, -0.34, -1.94], [2.45, 2.91, -4.40], [4.14, 2.54, -1.91], [1.15, 1.90, -2.62], [-0.99, 2.11, 1.15], [-2.31, -3.70, 4.31], [-1.39, -3.47, 0.48], [0.39, 1.35, -0.24], [-0.40, -3.85, 0.28], [3.38, 4.23, -1.98], [-0.62, -0.48, -2.50], [-2.24, -2.07, 5.74], [2.51, 3.19, 0.23]]}

{"formula": "C36H30N3O4ReSSe", "method": "the ωB97M-V functional and the def2-TZVPD basis", "charge": 1, "homo_energy_ev": [-10.03, -10.03], "relative_energy_kj_mol": 0.0, "spin_multiplicity": 2, "s_squared": 0.76, "energy_ev": -128786.5030, "symbols": ["H", "C", "C", "H", "N", "H", "C", "O", "C", "N", "H", "C", "H", "H", "H", "H", "H", "C", "H", "N", "C", "H", "Se", "C", "C", "H", "C", "C", "H", "C", "C", "O", "H", "C", "H", "C", "H", "C", "C", "H", "C", "H", "C", "C", "H", "O", "Re", "H", "C", "S", "H", "O", "C", "H", "C", "H", "C", "C", "C", "C", "C", "C", "H", "H", "C", "C", "C", "H", "C", "H", "H", "H", "C", "C", "H", "C"], "positions_angstrom": [[3.62, -3.90, -5.05], [5.11, 0.79, -1.99], [3.99, 0.68, -1.16], [5.32, -2.13, -4.86], [-0.93, 1.24, 2.17], [-3.54, 4.08, 1.48], [5.29, -0.12, -3.00], [-0.77, 2.70, -1.33], [-1.79, -1.48, -2.35], [1.26, -2.08, -1.50], [-5.15, 0.36, -0.85], [-2.82, -1.30, -3.24], [-1.42, -4.86, -2.61], [2.16, 4.04, 3.97], [1.68, -3.97, -3.50], [-0.84, 0.66, 2.99], [-2.04, 4.12, 0.57], [1.94, -0.45, 4.55], [-0.46, -1.68, 6.59], [3.08, -0.27, -1.32], [0.03, 2.23, 2.03], [-4.17, -2.25, -4.61], [2.50, -0.43, 1.80], [-1.82, -3.87, -2.80], [1.24, -0.72, 5.72], [1.57, 4.18, -0.27], [-2.09, 1.06, 1.38], [-3.59, -0.50, 0.35], [-3.29, -4.52, -4.22], [-3.35, -2.40, -3.91], [-4.29, 0.56, -0.21], [0.43, 0.93, -0.74], [-1.39, -0.63, -1.80], [0.39, 2.75, 0.80], [-0.06, -2.10, 2.35], [-2.48, -0.25, 1.12], [-5.39, 2.64, -1.32], [2.29, -2.22, -2.45], [1.46, -0.93, 3.34], [0.41, 2.31, 4.14], [-2.59, 3.56, 1.33], [5.81, 1.60, -1.82], [1.67, 3.68, 3.07], [1.99, 4.24, 1.84], [-3.90, -1.52, 0.16], [0.33, -4.38, -0.89], [1.33, -0.60, -0.22], [3.81, 1.37, -0.34], [0.08, -1.47, 5.68], [0.02, -3.00, -1.02], [-3.22, -0.31, -3.41], [-0.28, -2.20, 0.20], [-4.73, 3.00, -0.53], [2.72, 5.03, 1.76], [-1.30, -2.77, -2.14], [-4.08, 3.76, -0.96], [2.42, -3.18, -3.41], [4.47, -2.15, -4.19], [3.52, -3.13, -4.29], [0.69, 2.71, 3.17], [3.26, -1.20, -2.33], [-2.86, -3.68, -3.70], [-5.35, 3.48, 0.22], [-1.29, -2.56, 4.43], [4.36, -1.16, -3.19], [0.30, -1.70, 3.29], [-0.11, 2.20, -0.49], [2.85, 0.13, 4.58], [-2.85, 2.14, 0.91], [6.15, -0.05, -3.65], [-2.04, 3.62, 2.26], [1.62, -0.35, 6.66], [-0.39, -1.96, 4.47], [1.34, 3.77, 0.71], [-1.90, -1.06, 1.54], [-3.93, 1.87, 0.06]]}

{"formula": "C15H29Cl6NO5", "method": "the ωB97M-V functional and the def2-TZVPD basis", "homo_energy_ev": -9.44, "spin_multiplicity": 1, "smiles": "CCOC(=O)CCCOC(=O)OCNC.ClCCCl.ClCCCl.ClCCCl", "energy_ev": -102887.9868, "symbols": ["H", "Cl", "H", "H", "H", "H", "H", "C", "Cl", "N", "C", "H", "H", "C", "H", "H", "H", "C", "O", "C", "C", "H", "C", "Cl", "H", "H", "C", "H", "H", "C", "O", "C", "H", "H", "H", "H", "H", "C", "H", "Cl", "O", "H", "Cl", "H", "H", "C", "C", "H", "H", "Cl", "H", "C", "H", "O", "O", "C"], "positions_angstrom": [[6.52, -2.57, 5.02], [0.19, 3.93, -9.47], [-5.29, 0.98, -0.62], [4.32, 1.37, 0.18], [-1.63, 0.12, -2.23], [2.99, 1.54, 1.81], [4.11, -1.00, 1.74], [-5.50, -0.03, -0.31], [-2.90, 3.93, -8.05], [3.56, -0.38, 1.15], [-0.66, -0.07, -2.69], [-2.74, -2.64, 0.43], [-1.36, 0.22, 2.65], [-1.25, -0.85, 2.84], [4.70, -2.13, 6.72], [0.37, 1.61, -1.80], [-5.52, -0.68, -1.19], [4.86, -1.48, 5.86], [1.57, -1.16, 3.83], [-0.21, 3.59, -7.76], [-1.53, 2.88, -7.62], [-1.23, -0.99, 3.92], [1.06, -0.77, 2.80], [5.62, -1.31, 3.25], [-1.67, 2.59, -6.58], [-1.57, 2.00, -8.24], [-2.42, -1.61, 2.27], [4.35, -0.09, -0.76], [0.34, 0.14, -0.81], [5.51, -2.26, 4.76], [-4.49, -0.50, 0.60], [-2.39, -1.66, 0.74], [-0.20, 4.54, -7.22], [-0.53, -1.14, -2.81], [3.90, -1.08, 5.54], [4.92, -3.15, 4.53], [5.52, 0.15, 0.54], [0.43, 0.52, -1.83], [-6.69, 0.32, 1.40], [5.87, -0.12, 6.41], [-0.05, -1.37, 2.28], [-7.28, -1.04, 0.41], [-0.70, 0.66, -4.32], [3.26, 0.37, 3.06], [-1.40, -1.54, 0.33], [4.49, 0.30, 0.24], [-6.83, -0.06, 0.39], [-7.50, 0.64, -0.11], [0.59, 2.96, -7.37], [2.06, 0.08, -2.41], [-2.35, -2.63, 2.64], [2.87, 0.49, 2.06], [-3.35, -1.20, 2.64], [-2.90, -0.03, -0.94], [1.45, 0.25, 2.04], [-3.27, -0.65, 0.06]]}

{"formula": "C3H4N2OS", "method": "the ωB97M-V functional and the def2-TZVPD basis", "homo_energy_ev": -8.00, "relative_energy_kj_mol": 472.4, "spin_multiplicity": 1, "energy_ev": -19034.1526, "symbols": ["O", "H", "C", "N", "S", "H", "H", "C", "H", "C", "N"], "positions_angstrom": [[0.23, -1.09, -0.17], [4.09, 0.42, 0.86], [0.40, 0.33, -0.10], [-0.84, 0.97, -0.01], [2.89, -0.41, -0.06], [-0.89, 2.04, 0.44], [-2.93, 0.38, 0.05], [-1.13, -1.24, -0.06], [-1.61, -2.22, -0.30], [-1.83, -0.05, -0.13], [1.62, 0.87, -0.52]]}

{"formula": "C20H24F6IrN7O3S", "method": "the ωB97M-V functional and the def2-TZVPD basis", "charge": 2, "homo_energy_ev": [-13.08, -13.61], "relative_energy_kj_mol": 162.5, "spin_multiplicity": 5, "s_squared": 6.01, "energy_ev": -67667.7238, "symbols": ["H", "H", "C", "H", "C", "N", "Ir", "H", "F", "C", "H", "C", "C", "H", "C", "C", "N", "C", "C", "C", "H", "C", "H", "N", "C", "H", "O", "C", "H", "F", "H", "C", "H", "N", "C", "N", "F", "O", "F", "C", "C", "F", "S", "H", "H", "H", "H", "H", "F", "H", "C", "H", "H", "H", "H", "C", "H", "H", "N", "N", "C", "O"], "positions_angstrom": [[0.41, -0.68, 1.80], [0.52, 0.93, 1.50], [-0.81, -3.88, -1.99], [4.06, 0.94, 3.37], [0.85, 2.99, 4.59], [2.71, 3.71, 2.45], [-0.39, -1.12, -0.96], [3.43, 4.01, 1.81], [1.42, 2.82, -3.02], [-0.59, -3.59, 1.53], [1.13, 3.36, 5.57], [-1.11, -5.40, 0.03], [-0.58, -1.96, -6.04], [-1.06, -3.47, -7.50], [-0.82, -4.22, -0.57], [0.21, 1.85, -1.17], [3.88, 1.78, 2.85], [-0.92, 0.44, 2.83], [1.43, 1.83, -2.13], [-1.11, 1.88, -1.96], [-0.41, -2.95, 2.39], [-1.20, 1.82, 3.40], [4.57, 2.04, 2.15], [-0.52, -2.66, -2.39], [-0.62, -2.65, -3.79], [-0.60, 3.11, 0.36], [0.30, 0.71, -0.37], [-0.95, -3.26, -6.45], [2.02, 4.39, 2.70], [-2.15, 1.83, -1.11], [0.21, 4.00, -0.95], [2.86, 2.58, 3.14], [-1.36, -6.35, -0.41], [0.27, 0.23, 2.20], [-0.99, -3.93, -4.20], [-0.52, -3.19, 0.29], [2.56, 1.94, -1.40], [-3.38, 0.80, 1.84], [-1.25, 2.95, -2.73], [0.25, 3.11, -0.32], [-1.16, -4.27, -5.53], [-1.24, 0.78, -2.77], [-1.01, -5.22, 1.72], [-1.35, -5.65, -2.97], [2.16, 1.34, 4.53], [-1.11, 2.85, 5.28], [-0.13, -0.64, -4.41], [-0.29, 1.30, 5.32], [1.52, 0.66, -2.80], [-1.02, 2.58, 2.64], [-0.45, 2.20, 4.71], [0.68, 3.86, 3.95], [-0.43, -1.20, -6.80], [-1.45, -5.27, -5.84], [1.18, 3.12, 0.25], [-2.51, 0.13, 1.42], [-2.26, 1.83, 3.62], [-1.23, -0.39, 3.47], [-1.10, -4.68, -3.02], [1.99, 2.22, 4.07], [-0.41, -1.64, -4.72], [-2.11, -0.65, 0.58]]}

{"formula": "H3OPS", "method": "the ωB97M-V functional and the def2-TZVPD basis", "homo_energy_ev": -8.55, "relative_energy_kj_mol": 223.3, "spin_multiplicity": 1, "smiles": "POS", "energy_ev": -22218.0233, "symbols": ["H", "O", "P", "S", "H", "H"], "positions_angstrom": [[0.99, -0.05, 0.62], [-1.08, 0.40, -0.70], [0.58, 1.20, 0.14], [-2.41, 0.20, 0.17], [1.20, 0.99, -1.09], [-2.12, -1.01, 0.71]]}

{"formula": "C33H41AsIrN4O2", "method": "the ωB97M-V functional and the def2-TZVPD basis", "charge": 3, "homo_energy_ev": [-15.76, -15.67], "relative_energy_kj_mol": 102.1, "spin_multiplicity": 1, "energy_ev": -108595.7420, "symbols": ["C", "H", "C", "H", "H", "C", "H", "H", "H", "H", "As", "H", "H", "H", "H", "C", "C", "C", "C", "H", "C", "H", "H", "H", "N", "H", "C", "C", "C", "C", "Ir", "C", "C", "H", "H", "C", "H", "H", "C", "H", "O", "N", "H", "C", "N", "C", "C", "H", "H", "C", "H", "H", "H", "C", "H", "C", "H", "H", "C", "H", "C", "C", "C", "H", "O", "H", "C", "C", "C", "C", "C", "H", "H", "H", "H", "C", "N", "H", "H", "H", "C", "H"], "positions_angstrom": [[-0.94, -1.59, 3.50], [-2.90, 2.30, -1.48], [1.09, -0.26, 4.14], [-1.23, 2.73, -1.90], [-2.44, 3.37, 1.22], [-1.20, -2.70, 1.48], [-2.68, -0.76, 0.23], [1.08, 2.51, -2.87], [-1.27, 2.66, 2.37], [-2.41, -4.79, 0.53], [-1.35, 1.37, 0.21], [3.24, 0.79, 3.81], [-6.66, 1.20, -1.43], [-2.06, -6.94, -1.63], [-6.16, 2.83, 2.49], [-0.44, -2.96, -2.21], [-4.07, 0.83, 0.72], [4.12, 1.72, -0.56], [4.84, 1.65, 2.13], [-2.48, -0.10, 1.87], [-6.07, 1.32, -0.54], [7.67, 3.11, 0.87], [0.23, 0.77, -4.27], [6.98, 3.47, 2.45], [3.07, 1.93, -2.87], [-3.58, -6.12, -1.26], [-1.90, -4.80, -1.54], [-4.84, 0.69, -0.44], [-4.55, 1.61, 1.77], [5.37, 2.19, -0.08], [0.76, -0.53, 1.12], [-6.54, 2.10, 0.51], [-5.78, 2.24, 1.67], [-0.82, 0.56, 3.59], [-0.80, -0.26, 5.15], [-1.88, 1.93, -1.56], [4.92, 2.37, -2.37], [1.43, 1.04, -1.95], [3.21, 1.10, 0.37], [-1.18, -4.49, -3.52], [0.24, -1.32, -0.66], [-0.60, -1.72, 2.06], [2.92, -0.66, -3.90], [-1.18, -4.12, -2.50], [1.17, -1.41, -3.09], [0.31, -2.36, -3.27], [1.85, -0.64, -4.12], [1.72, 1.30, -5.02], [7.70, 1.90, 2.14], [7.10, 2.69, 1.70], [-2.02, -1.65, 3.60], [-2.94, -6.10, -2.90], [1.71, -1.14, -5.08], [5.77, 2.17, 1.24], [-1.84, 1.09, -2.25], [-2.75, 0.14, 0.84], [-0.69, 3.66, 1.02], [0.16, -2.71, -4.28], [-2.66, -6.05, -1.85], [1.44, 0.48, 4.86], [4.00, 1.98, -1.95], [1.32, 0.79, -4.14], [-0.42, -2.43, -0.89], [5.09, 1.63, 3.18], [2.12, 0.53, -0.02], [-0.51, -2.45, 4.02], [2.80, 0.65, 2.82], [1.65, 1.58, -2.87], [-1.86, -4.28, -0.25], [-1.44, 2.94, 1.33], [-0.42, -0.31, 4.12], [-4.48, 0.08, -1.25], [6.06, 2.61, -0.80], [1.27, -1.11, -2.11], [1.49, -1.23, 4.44], [-1.14, -3.12, 0.10], [1.63, 0.08, 2.81], [-3.98, 1.71, 2.69], [3.39, 2.27, -3.77], [-7.50, 2.59, 0.43], [3.60, 1.12, 1.74], [-1.86, -3.31, 2.10]]}